Record 1
The following is a quantum chemistry calculation of a cluster of 2 separate species, C3H4N2O2 in total at a distorted geometry, from the Open Molecules 2025 dataset.

Last column: Mulliken charge in e.
Atoms and positions in Å:
N 1.213 1.168 0.571  -0.396
N 1.825 0.356 -0.292  -0.106
C 1.852 -0.772 -0.687  0.518
O 2.100 -1.721 -1.356  -0.479
H 0.348 1.637 0.305  0.198
H 1.935 1.829 0.790  0.258
C -2.401 -0.326 -0.787  -0.319
C -1.598 -0.577 0.025  0.047
O -0.704 -0.727 0.950  -0.424
H -3.322 -0.195 -1.221  0.404
H -1.250 -0.673 1.702  0.299

Force components x, y, z for each atom (eV/Å):
N 0.061 1.240 2.101
N -0.023 -0.834 -1.252
C 0.657 -0.928 -1.651
O -0.543 0.492 1.071
H 0.378 -0.443 -0.681
H -0.319 0.725 0.411
C -1.439 0.320 -1.124
C 1.824 -0.204 0.888
O 0.924 -0.602 -0.945
H -1.139 0.235 -1.212
H -0.380 -0.001 2.396

The calculation puts the HOMO energy at -8.88 eV. Its relative energy (zero: lowest compared OMol25 entry of this formula, charge and spin) is 575.6 kJ/mol. The maximum force is 2.44 eV/Å. The net charge is 0. The SMILES is NN=C=O.C#CO.

---

Record 2
The following is a quantum chemistry calculation of the molecule C4H12N2O at a distorted geometry, from the Open Molecules 2025 dataset.

Last column: Mulliken charge in e.
Atoms and positions in Å:
C 0.778 0.138 -1.945  -1.552
C 0.096 0.010 -0.622  0.216
C 1.030 0.516 0.506  -0.629
N 0.532 1.750 1.006  -0.627
N -0.467 -1.332 -0.292  -0.235
C -1.536 -1.401 0.621  -0.333
O -1.821 -0.136 1.580  -0.569
H -0.145 0.068 -2.614  0.314
H 1.459 0.938 -2.070  0.387
H 1.346 -0.690 -2.365  0.369
H -0.758 0.658 -0.743  0.343
H 1.273 -0.244 1.355  0.138
H 1.961 0.735 0.051  0.501
H 1.348 2.439 1.390  0.265
H -0.075 1.611 1.906  0.241
H 0.177 -2.139 -0.240  0.269
H -1.380 -2.290 1.233  0.332
H -2.461 -1.336 0.014  0.236
H -1.358 0.705 1.228  0.335

Force components x, y, z for each atom (eV/Å):
C -2.200 -2.371 -2.367
C 0.637 -1.728 1.712
C 0.135 -1.393 1.286
N 0.496 3.521 4.229
N 1.691 0.189 -0.954
C -1.563 2.481 0.072
O 2.038 -0.446 -1.633
H 1.569 0.964 -0.073
H -0.132 1.440 -0.055
H 0.220 -0.683 0.823
H -0.285 0.384 0.649
H -0.721 0.821 -1.568
H 1.099 0.099 -0.412
H -2.502 -2.307 -1.281
H 1.625 0.298 -2.074
H -0.214 1.305 0.171
H -0.701 0.333 0.198
H 0.066 -0.555 0.899
H -1.256 -2.352 0.379

The calculation puts the HOMO energy at -8.63 eV. Its relative energy (zero: lowest compared OMol25 entry of this formula, charge and spin) is 334.3 kJ/mol. The maximum force is 5.53 eV/Å. The net charge is 0. The SMILES is C[C@H](CN)NCO.